The following is a DFT calculation (ωB97M-V with the def2-TZVPD basis set) of a structure of composition C73H68BN9O4SSiY in a non-equilibrium geometry.

CARTESIAN COORDINATES (ANGSTROEM)
Y1 0.14 0.74 0.71
C1 2.88 2.35 3.86
C2 2.43 2.49 2.55
N1 1.13 2.23 2.48
N2 0.72 1.93 3.72
C3 1.76 1.98 4.57
B1 -0.75 1.63 4.05
N3 -1.13 0.21 3.65
C4 -1.29 -0.87 4.42
C5 -1.74 -1.90 3.62
C6 -1.81 -1.36 2.34
N4 -1.43 -0.08 2.36
N5 -1.61 2.61 3.21
C7 -2.47 3.52 3.68
C8 -2.79 4.39 2.66
C9 -2.07 3.90 1.57
N6 -1.38 2.82 1.90
N7 -0.96 1.94 5.53
C10 -0.60 3.11 6.12
C11 -0.92 3.03 7.45
C12 -1.49 1.76 7.59
N8 -1.52 1.13 6.43
H1 3.88 2.48 4.23
H2 2.98 2.78 1.68
H3 1.65 1.75 5.61
H4 -1.10 -0.84 5.47
H5 -1.99 -2.90 3.92
H6 -2.13 -1.82 1.43
H7 -2.80 3.52 4.70
H8 -3.44 5.24 2.69
H9 -2.01 4.33 0.59
H10 -0.13 3.89 5.55
H11 -0.76 3.78 8.20
H12 -1.88 1.30 8.47
O1 1.64 1.85 -0.29
C13 2.02 2.07 -1.57
C14 1.68 0.80 -2.46
C15 2.25 -0.47 -1.98
C16 3.11 -1.20 -2.87
C17 3.34 -2.52 -2.89
C18 2.85 -3.57 -1.94
C19 1.59 -2.11 -0.40
C20 1.27 -2.51 1.01
C21 1.94 -1.57 2.04
O2 1.33 -0.34 2.01
C22 3.43 -1.52 1.65
C23 3.97 -0.37 1.11
C24 5.27 -0.37 0.63
C25 6.04 -1.52 0.71
C26 5.51 -2.66 1.28
C27 4.21 -2.67 1.75
C28 1.86 -2.11 3.47
C29 1.20 -3.26 3.86
C30 1.16 -3.63 5.20
C31 1.76 -2.83 6.16
C32 2.41 -1.67 5.78
C33 2.48 -1.32 4.45
N9 1.87 -0.91 -0.80
C34 1.24 3.23 -2.23
C35 1.49 3.62 -3.55
C36 0.80 4.68 -4.10
C37 -0.13 5.38 -3.35
C38 -0.36 5.01 -2.03
C39 0.32 3.94 -1.48
C40 3.49 2.48 -1.63
C41 4.42 1.95 -2.52
C42 5.74 2.36 -2.47
C43 6.15 3.30 -1.55
C44 5.22 3.87 -0.69
C45 3.90 3.47 -0.75
H13 0.59 0.75 -2.37
H14 1.95 0.98 -3.50
H15 3.49 -0.62 -3.71
H16 3.90 -2.91 -3.74
H17 1.96 -4.81 -3.43
H18 0.18 -2.44 1.14
H19 1.58 -3.55 1.14
H20 3.36 0.52 1.05
H21 5.69 0.53 0.20
H22 7.06 -1.53 0.34
H23 6.11 -3.56 1.36
H24 3.80 -3.56 2.20
H25 0.69 -3.89 3.14
H26 0.68 -4.55 5.49
H27 1.72 -3.12 7.20
H28 2.89 -1.05 6.53
H29 3.00 -0.43 4.14
H30 2.23 3.10 -4.14
H31 0.99 4.97 -5.12
H32 -0.66 6.21 -3.78
H33 -1.08 5.56 -1.44
H34 0.17 3.65 -0.44
H35 4.14 1.23 -3.26
H36 6.45 1.94 -3.17
H37 7.19 3.60 -1.50
H38 5.53 4.63 0.01
H39 3.15 3.91 -0.10
O3 -1.32 1.38 -1.41
S1 -2.41 2.23 -0.89
C46 -3.05 3.30 -2.22
C47 -2.65 3.26 -3.54
C48 -3.20 4.17 -4.43
C49 -4.12 5.11 -3.99
C50 -4.51 5.14 -2.66
C51 -3.97 4.24 -1.78
C52 -3.95 1.26 -0.87
C53 -4.49 0.65 -1.99
C54 -5.72 0.02 -1.88
C55 -6.41 0.03 -0.68
C56 -5.86 0.64 0.43
C57 -4.63 1.26 0.34
H40 -1.91 2.54 -3.86
H41 -2.89 4.16 -5.46
H42 -4.53 5.83 -4.69
H43 -5.22 5.88 -2.32
H44 -4.26 4.24 -0.73
H45 -3.96 0.66 -2.92
H46 -6.15 -0.47 -2.75
H47 -7.37 -0.45 -0.62
H48 -6.40 0.66 1.37
H49 -4.18 1.75 1.19
C58 -2.42 -1.56 -4.07
C59 -1.20 -2.39 -3.67
C60 0.03 -1.70 -4.25
C61 -1.30 -3.77 -4.34
Si1 -1.18 -2.50 -1.71
O4 -0.83 -1.26 -0.82
C62 0.30 -3.84 -1.53
C63 1.52 -3.21 -1.33
C64 2.74 -4.92 -2.67
C65 2.37 -6.02 -1.74
C66 1.14 -6.14 -1.24
C67 0.09 -5.18 -1.54
C68 -2.87 -3.23 -1.20
C69 -3.34 -4.49 -1.55
C70 -4.58 -4.95 -1.17
C71 -5.41 -4.15 -0.40
C72 -4.99 -2.88 -0.05
C73 -3.75 -2.43 -0.47
H50 -2.53 -1.52 -5.16
H51 -2.30 -0.55 -3.69
H52 -3.33 -1.99 -3.65
H53 -0.03 -1.68 -5.34
H54 0.95 -2.21 -3.97
H55 0.08 -0.67 -3.90
H56 -1.30 -3.66 -5.43
H57 -2.22 -4.28 -4.06
H58 -0.45 -4.40 -4.08
H59 3.58 -3.66 -1.13
H60 3.69 -5.14 -3.17
H61 3.13 -6.75 -1.48
H62 0.86 -6.99 -0.64
H63 -0.90 -5.58 -1.65
H64 -2.73 -5.14 -2.16
H65 -4.91 -5.94 -1.46
H66 -6.38 -4.51 -0.08
H67 -5.63 -2.25 0.54
H68 -3.45 -1.42 -0.21

**Total charge**: 0
**Orbital gap (alpha / beta)**: 5.798 / 6.555 eV
**DFT total energy**: -118842.921 eV
**Relative energy (zero: lowest compared OMol25 entry of this formula, charge and spin)**: 43.3 kcal per mole
**Spin multiplicity**: 2
**Highest occupied orbital energy (alpha / beta)**: -7.47 / -8.30 eV